[1]
ORCA calculation (ωB97M-V/def2-TZVPD) on C33H60AlClN3S as an isolated structure.

Structure (ORCA input):
```
! wB97M-V def2-TZVPD RIJCOSX def2/J DEFGRID3
* xyz -1 1
C 6.077 -1.805 2.608
C 4.898 -2.789 2.569
C 3.895 -2.468 1.464
C 4.460 -2.705 0.050
C 4.511 -1.495 -0.895
C 3.289 -0.561 -0.869
C 3.479 0.741 -0.077
C 2.577 1.884 -0.546
C 2.896 2.396 -1.959
C 1.701 3.001 -2.719
C 1.128 2.075 -3.793
C 0.443 0.823 -3.218
C -1.046 0.719 -3.549
C -1.628 -0.665 -3.272
C -1.401 -1.133 -1.831
C -2.342 -2.261 -1.384
C -3.580 -1.785 -0.593
C -4.854 -1.579 -1.420
Al -6.319 -0.602 -0.465
S -8.119 -2.028 -0.267
C -6.855 1.056 -1.510
Cl -7.509 0.597 -3.157
C -7.852 1.983 -0.818
C -7.173 2.775 0.315
H 5.953 -1.057 3.392
H 7.031 -2.306 2.784
H 6.172 -1.270 1.660
H 4.383 -2.787 3.533
H 5.268 -3.808 2.426
H 3.582 -1.426 1.567
H 2.990 -3.061 1.612
H 3.880 -3.487 -0.446
H 5.474 -3.108 0.143
H 5.413 -0.905 -0.700
H 4.632 -1.885 -1.910
H 3.018 -0.307 -1.896
H 2.421 -1.099 -0.470
H 4.527 1.055 -0.135
H 3.280 0.559 0.983
H 1.532 1.563 -0.494
H 2.664 2.714 0.162
H 3.695 3.139 -1.887
H 3.318 1.576 -2.548
H 0.904 3.238 -2.006
H 1.987 3.952 -3.176
H 1.938 1.788 -4.471
H 0.409 2.634 -4.399
H 0.556 0.820 -2.132
H 0.942 -0.091 -3.561
H -1.608 1.455 -2.963
H -1.195 0.989 -4.600
H -2.703 -0.661 -3.469
H -1.189 -1.387 -3.971
H -1.535 -0.274 -1.160
H -0.357 -1.435 -1.713
H -2.699 -2.793 -2.273
H -1.780 -2.999 -0.804
H -3.322 -0.850 -0.080
H -3.790 -2.494 0.214
H -5.196 -2.552 -1.793
H -4.617 -0.990 -2.318
H -5.857 -0.092 1.011
H -8.938 -1.165 0.354
H -5.965 1.643 -1.764
H -8.305 2.665 -1.545
H -8.678 1.396 -0.405
H -7.563 2.512 1.298
H -7.304 3.853 0.190
H -6.100 2.572 0.339
N 3.387 -4.284 -3.560
C 3.384 -5.630 -3.805
C 2.334 -6.178 -3.118
C 1.678 -5.120 -2.429
C 2.352 -3.965 -2.723
H 4.046 -3.627 -3.935
H 4.121 -6.082 -4.447
H 2.060 -7.219 -3.112
H 0.808 -5.195 -1.799
H 2.182 -2.949 -2.409
N 8.275 -0.916 7.057
C 8.323 0.300 7.683
C 8.203 1.270 6.723
C 8.078 0.611 5.469
C 8.127 -0.736 5.709
H 8.334 -1.805 7.517
H 8.433 0.374 8.751
H 8.200 2.332 6.900
H 7.961 1.073 4.503
H 8.061 -1.574 5.037
N -7.965 6.118 2.037
C -9.299 6.388 2.170
C -9.740 5.764 3.306
C -8.628 5.083 3.875
C -7.549 5.322 3.067
H -7.385 6.422 1.277
H -9.821 6.988 1.445
H -10.750 5.779 3.681
H -8.626 4.474 4.763
H -6.532 4.976 3.126
*
```



[2]
ORCA calculation (ωB97M-V/def2-TZVPD) on a 3-piece molecular cluster, C33H61ClN3O7S4 overall in a non-equilibrium geometry.

Structure (ORCA input):
```
! wB97M-V def2-TZVPD RIJCOSX def2/J DEFGRID3
* xyz 1 1
C 8.878 -2.839 0.550
C 8.442 -2.066 -0.707
C 6.989 -1.630 -0.666
C 6.691 -0.562 -1.744
C 5.202 -0.448 -2.089
C 4.380 0.064 -0.903
C 2.873 -0.075 -1.128
C 2.358 0.881 -2.238
N 1.004 1.404 -1.898
C 1.135 2.844 -1.590
C -0.167 3.571 -1.288
C 0.023 5.115 -1.359
C 0.047 5.804 0.018
C 0.989 5.165 1.042
C 2.457 5.349 0.662
C 3.450 4.799 1.698
C 3.329 5.433 3.087
C 0.100 1.174 -2.972
S 0.267 1.683 -4.491
S -1.331 0.145 -2.527
C -2.723 1.326 -2.492
C -3.924 0.739 -3.231
C -4.590 -0.417 -2.449
C -5.750 0.074 -1.596
N -7.077 -0.007 -2.280
C -8.114 0.280 -1.178
N -8.322 1.710 -1.305
C -8.650 2.406 -0.344
S -8.850 3.372 0.835
C -7.486 -0.299 0.104
C -8.418 -1.381 0.705
C -8.735 -1.234 2.182
O -8.765 -2.156 2.922
Cl -9.126 0.383 2.795
C -6.039 -0.767 -0.333
S -5.734 -2.551 -0.424
H 8.480 -3.857 0.536
H 8.501 -2.346 1.446
H 9.964 -2.922 0.563
H 8.645 -2.698 -1.576
H 9.103 -1.198 -0.796
H 6.307 -2.467 -0.846
H 6.767 -1.178 0.301
H 6.997 0.407 -1.336
H 7.294 -0.746 -2.635
H 5.121 0.315 -2.872
H 4.800 -1.387 -2.477
H 4.617 1.121 -0.742
H 4.625 -0.469 0.018
H 2.658 -1.095 -1.454
H 2.306 0.151 -0.225
H 2.354 0.336 -3.178
H 3.088 1.690 -2.334
H 1.699 3.377 -2.365
H 1.745 2.893 -0.683
H -0.532 3.315 -0.292
H -0.952 3.322 -2.000
H -0.848 5.507 -1.889
H 0.899 5.374 -1.953
H -0.965 5.936 0.404
H 0.429 6.818 -0.146
H 0.814 5.664 1.997
H 0.757 4.110 1.220
H 2.697 4.880 -0.296
H 2.635 6.422 0.528
H 3.321 3.718 1.804
H 4.447 5.012 1.308
H 3.676 6.467 3.085
H 2.311 5.410 3.474
H 3.938 4.860 3.789
H -2.953 1.542 -1.448
H -2.420 2.225 -3.023
H -4.652 1.552 -3.356
H -3.623 0.430 -4.229
H -3.847 -0.910 -1.825
H -4.976 -1.144 -3.169
H -5.656 1.114 -1.281
H -7.275 -0.936 -2.652
H -7.213 0.738 -2.967
H -8.992 -0.260 -1.532
H -7.293 0.416 0.903
H -9.391 -1.367 0.207
H -8.032 -2.393 0.603
H -5.382 -0.415 0.462
H -5.700 -2.814 -1.741
C -9.516 -5.224 1.323
O -8.562 -5.752 0.397
C -8.958 -6.877 -0.209
O -10.006 -7.435 -0.034
O -7.988 -7.264 -1.036
C -8.277 -8.471 -1.753
H -9.076 -4.322 1.740
H -10.446 -4.973 0.815
H -9.708 -5.931 2.127
H -9.160 -8.345 -2.376
H -8.421 -9.300 -1.063
H -7.414 -8.668 -2.381
C 8.541 -2.982 6.017
O 9.839 -2.405 6.171
C 10.204 -1.603 5.172
O 9.545 -1.344 4.198
O 11.423 -1.137 5.436
C 11.946 -0.257 4.439
H 8.378 -3.604 6.892
H 7.778 -2.207 5.974
H 8.499 -3.598 5.120
H 11.316 0.624 4.335
H 12.033 -0.770 3.482
H 12.933 0.040 4.781
*
```



The calculated total energy results, record by record, are as follows: -2558.5520; -4037.6083 a.u..